# C5H8N2O2

A cluster of 2 separate species, C5H8N2O2 in total at a distorted geometry (ωB97M-V with the def2-TZVPD basis set, OMol25).

Last columns: bonded neighbours and bond lengths (Å).
Geometry (Å):
1 C 3.05 -0.79 -0.64  N7 1.424, H10 1.081, C16 1.315
2 H -4.15 0.77 0.25  C15 1.090
3 H -1.54 2.45 0.48  N14 1.006
4 H -3.58 -0.90 0.15  C15 1.088
5 H -2.98 0.18 1.43  C15 1.089
6 O 0.12 -0.06 0.56  C13 1.197
7 N 3.08 0.17 0.41  C1 1.424, H11 1.015, H12 1.017
8 H -2.37 0.49 -1.58  C17 1.086
9 O 4.01 -3.07 -0.44  C16 1.171
10 H 2.86 -0.42 -1.63  C1 1.081
11 H 3.40 -0.23 1.29  N7 1.015
12 H 2.14 0.53 0.56  N7 1.017
13 C -0.76 0.52 0.00  O6 1.197, N14 1.343, C17 1.482
14 N -1.32 1.73 -0.17  H3 1.006, C13 1.343, C17 1.483
15 C -3.28 0.12 0.38  H2 1.090, H4 1.088, H5 1.089, C17 1.509
16 C 3.46 -2.04 -0.53  C1 1.315, O9 1.171
17 C -2.15 0.54 -0.52  H8 1.086, C13 1.482, N14 1.483, C15 1.509

Values from the calculation:
Multiplicity: 1
Lowest unoccupied orbital energy, Eh: 0.0264
HOMO level, eV: -7.64
HOMO-LUMO gap, eV: 8.361
ΔE to the lowest compared entry with this formula, charge and spin, kJ/mol: 392.1
Total charge: 0

Results of the Löwdin charge analysis, in e, for atoms 1 through 2: -0.220, 0.077